Entry 1:
This record from the OMol25 dataset describes a molecular structure, C26H34AsGeOPtS. The level of theory is wB97M-V/def2-TZVPD.

Geometry as XYZ:
```
65
Properties=species:S:1:pos:R:3:mulliken_charge:R:1
Pt -0.1228 0.1236 0.2614 0.773
S -1.5321 -1.1562 1.7353 -0.574
C -0.5858 -1.6560 3.1131 0.517
C -1.0958 -2.7067 3.8919 -0.698
C -0.4437 -3.1454 5.0281 -0.495
C 0.7515 -2.5532 5.4132 -0.791
C 1.2792 -1.5306 4.6403 -0.446
C 0.6253 -1.0543 3.5064 0.088
As 1.4167 0.3248 2.3725 0.554
C 0.3157 1.8766 2.8308 -0.175
C -0.8739 1.7940 3.5448 -0.152
C -1.6620 2.9194 3.7386 -0.746
C -1.2695 4.1449 3.2214 -0.356
C -0.0796 4.2406 2.5127 -0.856
C 0.7023 3.1144 2.3187 0.008
C 2.9653 0.7862 3.5342 -0.709
C 2.9947 1.8156 4.4694 -0.044
C 4.1708 2.1314 5.1364 -0.663
C 5.3371 1.4272 4.8746 -0.408
C 5.3234 0.4001 3.9403 -0.702
C 4.1491 0.0965 3.2714 0.085
H -2.0191 -3.1750 3.5740 0.424
H -0.8619 -3.9590 5.6101 0.338
H 1.2724 -2.8884 6.3015 0.379
H 2.2283 -1.0945 4.9269 0.278
H -1.1956 0.8409 3.9453 0.334
H -2.5915 2.8386 4.2889 0.376
H -1.8911 5.0203 3.3655 0.351
H 0.2253 5.1963 2.1034 0.364
H 1.6286 3.1853 1.7570 0.442
H 2.0863 2.3627 4.6937 0.419
H 4.1802 2.9309 5.8680 0.376
H 6.2554 1.6808 5.3903 0.354
H 6.2303 -0.1547 3.7310 0.388
H 4.1298 -0.7027 2.5357 0.374
C 3.5167 -0.4622 -0.8920 -0.420
C 2.9720 -1.8582 -1.1280 -0.489
O 1.5846 -1.8735 -0.8681 0.021
C 0.9511 -3.0378 -1.3731 -0.402
C -0.5538 -2.8543 -1.3763 -0.959
H 4.5265 -0.3686 -1.2939 0.459
H 3.5222 -0.2293 0.1711 -0.169
H 2.8461 0.2506 -1.3726 -0.136
H 3.4808 -2.5972 -0.4887 0.308
H 3.1484 -2.1538 -2.1741 0.425
H 1.2368 -3.9076 -0.7624 0.313
H 1.3079 -3.2197 -2.3991 0.417
H -0.9533 -2.9558 -0.3715 0.174
H -1.0364 -3.5841 -2.0294 0.370
H -0.7789 -1.8416 -1.7202 0.081
C -1.5730 1.7895 -3.4540 -1.224
Ge 0.3212 1.4761 -2.9046 0.515
C 1.4145 2.8525 -3.8608 -1.300
C 0.8147 -0.2041 -3.8632 -1.160
C 0.5643 1.4888 -1.0064 -0.722
H -1.7172 1.6325 -4.5245 0.379
H -1.8821 2.8061 -3.2072 0.353
H -2.2223 1.1018 -2.9104 0.329
H 1.1884 2.8531 -4.9285 0.352
H 2.4782 2.6395 -3.7420 0.382
H 1.2242 3.8535 -3.4715 0.369
H 0.6237 -0.0904 -4.9318 0.471
H 0.2354 -1.0516 -3.4971 0.260
H 1.8735 -0.4310 -3.7269 0.270
H 1.0852 2.3756 -0.6364 0.324
```

Electronic energy in hartree: -5916.51489
Net charge: -1
Gap between HOMO and LUMO (spin up / spin down) in Eh: 0.216 / 0.234
⟨S²⟩: 2.0106
Spin multiplicity: 3
HOMO energy (spin up / spin down) in eV: -3.0787 / -3.8266
E_LUMO (spin up / spin down) in eV: 2.80 / 2.54

---

Entry 2:
This record from the OMol25 dataset describes a molecular structure, C26H34BrCsN7O6PS2 in a non-equilibrium geometry. The level of theory is wB97M-V/def2-TZVPD.

Geometry as XYZ:
```
78
Properties=species:S:1:pos:R:3:mulliken_charge:R:1
Cs 1.8159 0.2950 -0.0915 1.283
C 1.5790 0.6032 6.0407 -1.379
C 1.9901 0.2126 4.6453 0.393
N 1.8058 -0.9613 4.1778 -0.071
O 1.1131 -1.7909 5.1022 -0.461
C 2.6250 1.2161 3.7801 0.229
C 3.6190 2.1851 4.3612 -1.629
N 2.2734 1.2210 2.5321 0.004
O 2.8074 2.1073 1.7398 -0.520
H 0.5430 0.3109 6.2114 0.375
H 1.6843 1.6755 6.1859 0.348
H 2.1884 0.0829 6.7835 0.279
H 1.0080 -2.5957 4.5850 0.388
H 4.2483 1.7040 5.1142 0.403
H 3.1420 3.0542 4.8285 0.268
H 4.2383 2.5542 3.5439 0.385
S 2.2258 -4.0588 -3.3151 -0.478
C 2.2111 -2.3602 -3.1457 0.364
S 0.7581 -1.4688 -2.8658 -0.398
C 3.4362 -1.6351 -3.2066 0.073
C 3.4746 -0.2200 -3.1008 0.012
N 3.5560 0.9335 -3.0031 -0.574
C 4.7014 -2.2477 -3.4043 -0.049
N 5.7585 -2.6813 -3.5878 -0.674
C -4.0851 1.0195 -4.9202 -1.120
C -4.5456 -0.2378 -4.1927 -0.758
N -3.7485 -0.4944 -3.0034 0.445
C -2.5746 -1.3580 -3.1795 0.702
C -2.8863 -2.8318 -2.9883 -1.132
C -4.2238 -0.0577 -1.8141 0.254
O -5.2941 0.5379 -1.7075 -0.714
C -3.3944 -0.2960 -0.5830 0.261
C -4.0059 -0.8985 0.5090 -0.303
C -3.2825 -1.1027 1.6691 -0.803
C -1.9627 -0.6717 1.7115 -0.455
N -1.3802 -0.0620 0.6879 -0.002
C -2.0767 0.1229 -0.4290 -0.622
H -4.6709 1.1745 -5.8287 0.399
H -3.0321 0.9472 -5.1963 0.283
H -4.2111 1.8862 -4.2709 0.288
H -4.4591 -1.1108 -4.8436 0.346
H -5.5869 -0.1334 -3.8921 0.444
H -1.7745 -1.0678 -2.5117 -1.229
H -2.1859 -1.1772 -4.1813 0.545
H -3.2271 -3.0220 -1.9677 0.248
H -1.9780 -3.4121 -3.1563 0.313
H -3.6606 -3.1725 -3.6811 0.383
H -5.0430 -1.2017 0.4324 0.438
H -3.7295 -1.5907 2.5254 0.442
H -1.3413 -0.8216 2.5879 0.356
H -1.5332 0.6134 -1.2313 0.851
C 1.1553 4.8538 2.3768 -0.480
O 0.7233 4.7679 1.0209 -0.383
P 0.2665 3.2747 0.4852 0.204
O 1.0762 3.2619 -0.9334 -0.216
C 2.4534 3.6414 -1.0419 -0.541
O -1.2003 3.6075 -0.1549 -0.154
C -1.3831 4.6068 -1.1495 -0.705
H 2.0574 5.4660 2.4114 0.214
H 1.3984 3.8686 2.7787 0.018
H 0.3780 5.3225 2.9873 0.286
H 2.8369 3.1808 -1.9499 0.263
H 3.0200 3.2837 -0.1812 0.172
H 2.5351 4.7289 -1.1011 0.226
H -2.4566 4.7146 -1.3008 0.259
H -0.9100 4.3101 -2.0860 0.249
H -0.9631 5.5618 -0.8247 0.268
Br 2.3842 -7.1984 0.3245 -0.227
C 1.7835 -5.4128 0.5966 0.275
C 2.2526 -4.6980 1.6865 -0.746
C 1.7938 -3.4001 1.8370 -0.455
N 0.9158 -2.8243 1.0115 -0.107
C 0.4982 -3.5343 -0.0321 -0.366
C 0.9112 -4.8379 -0.2983 -0.767
H 2.9663 -5.1227 2.3776 0.440
H 2.1523 -2.7719 2.6477 0.676
H -0.1475 -3.0302 -0.7424 0.616
H 0.5935 -5.3374 -1.2003 0.552
```

Electronic energy in hartree: -5577.80415
Relative energy (zero: lowest compared OMol25 entry of this formula, charge and spin) in kJ/mol: 0.0
Net charge: -2
Gap between HOMO and LUMO in Eh: 0.185
HOMO energy in eV: -1.3721
E_LUMO in eV: 3.66

---

Entry 3:
This record from the OMol25 dataset describes a molecular structure, C26H34ClO2Tc in a non-equilibrium geometry. The level of theory is wB97M-V/def2-TZVPD.

Geometry as XYZ:
```
64
Properties=species:S:1:pos:R:3:mulliken_charge:R:1
O 0.8202 -0.9296 -7.9442 -0.395
C 2.1745 -0.8748 -8.4400 -0.406
C 1.7041 -0.6369 -9.8706 -0.888
H 2.7082 -1.8119 -8.2661 0.286
H 2.7403 -0.0584 -7.9856 0.244
C 0.2772 -0.7013 -9.2908 1.590
H 1.9433 -1.4268 -10.5782 0.302
H 1.9780 0.3240 -10.2986 0.304
C -0.5490 -1.8836 -9.7365 -1.622
H 0.0260 -2.8049 -9.6654 0.389
H -0.8750 -1.7596 -10.7697 0.386
H -1.4347 -1.9878 -9.1108 0.354
C -0.4980 0.5934 -9.3361 -1.664
H 0.1156 1.4227 -8.9895 0.376
H -1.3784 0.5328 -8.6974 0.354
H -0.8290 0.8108 -10.3523 0.401
Tc 0.0000 0.0000 0.0000 -1.182
C -0.3903 2.0456 1.1354 -0.471
C 0.9234 1.6333 1.4181 -0.593
C 1.6591 1.6978 0.2119 -1.019
H 1.3009 1.2965 2.3672 0.781
C 0.7979 2.1532 -0.8012 -0.135
C -0.4758 2.3503 -0.2438 -0.729
H -1.3596 2.6704 -0.7701 0.485
H -1.1941 2.1066 1.8475 0.609
H 2.6848 1.4006 0.0923 0.668
H 1.0593 2.2801 -1.8382 0.550
C -1.6393 -0.9040 1.4797 -0.586
C -2.2989 -0.1029 0.5179 -0.589
C -2.1263 -0.6972 -0.7472 -0.403
H -2.8416 0.8047 0.7123 0.663
C -1.3782 -1.8847 -0.5571 -0.515
C -1.0934 -2.0122 0.8097 -0.455
H -0.4803 -2.7741 1.2532 0.629
H -1.5600 -0.7012 2.5343 0.575
H -2.5312 -0.3333 -1.6758 0.541
H -1.0293 -2.5480 -1.3298 0.404
O 0.7120 -0.4690 -2.0802 0.547
C -0.0531 -0.0660 -3.2368 -0.695
C 0.9543 0.1123 -4.3543 -0.630
H -0.5996 0.8399 -2.9869 0.310
H -0.7727 -0.8548 -3.4626 0.389
C 2.0258 -0.9043 -3.9825 -0.762
H 1.3668 1.1212 -4.3369 0.231
H 0.5143 -0.0554 -5.3346 0.346
C 2.0750 -0.7851 -2.4756 -0.575
H 2.9910 -0.6983 -4.4395 0.409
H 1.7188 -1.9076 -4.2776 0.265
H 2.7221 0.0297 -2.1496 0.240
H 2.3668 -1.6837 -1.9466 0.345
Cl 3.8008 -3.2796 1.2674 -0.197
C 2.9051 -2.5997 2.6181 0.617
C 3.2590 -3.0083 3.9151 -0.581
C 2.5935 -2.5063 5.0345 -0.425
C 1.5611 -1.5942 4.8723 -1.126
C 1.1940 -1.1805 3.5944 -0.102
C 1.8593 -1.6699 2.4155 1.073
C 1.5247 -1.2302 0.9514 -1.906
H 4.0634 -3.7175 4.0641 0.435
H 2.8774 -2.8225 6.0315 0.400
H 1.0422 -1.1981 5.7377 0.392
H 0.3919 -0.4601 3.5384 0.237
H 0.8324 -0.6176 1.4428 1.873
H 2.4684 -0.7842 0.5862 0.648
```

Electronic energy in hartree: -1702.12291
Relative energy (zero: lowest compared OMol25 entry of this formula, charge and spin) in kJ/mol: 107.7
Net charge: +1
Gap between HOMO and LUMO (spin up / spin down) in Eh: 0.239 / 0.247
⟨S²⟩: 3.8035
Spin multiplicity: 4
HOMO energy (spin up / spin down) in eV: -9.9076 / -11.1134
E_LUMO (spin up / spin down) in eV: -3.41 / -4.40